{
  "formula": "C14H10BF4N",
  "method": "ωB97M-V/def2-TZVPD",
  "elements": ["F", "C", "C", "C", "F", "C", "C", "C", "C", "C", "C", "F", "C", "C", "F", "C", "C", "H", "H", "H", "H", "H", "H", "H", "H", "B", "H", "H", "C", "N"],
  "positions_angstrom": [[3.018, -2.295, 4.421], [2.746, -1.051, 4.946], [3.819, -0.218, 5.235], [3.497, 1.033, 5.773], [4.529, 1.884, 6.082], [2.199, 1.438, 6.001], [1.106, 0.560, 5.747], [-0.203, 0.995, 6.153], [-1.511, 0.568, 5.736], [-2.604, 1.439, 6.007], [-3.903, 1.032, 5.781], [-4.935, 1.885, 6.085], [-4.224, -0.221, 5.246], [-3.150, -1.042, 4.932], [-3.421, -2.287, 4.408], [-1.816, -0.687, 5.126], [1.414, -0.706, 5.164], [4.845, -0.518, 5.056], [1.986, 2.435, 6.385], [-0.201, 1.934, 6.730], [-2.393, 2.435, 6.397], [-5.252, -0.526, 5.078], [-1.042, -1.373, 4.827], [0.641, -1.414, 4.910], [-0.197, -0.104, 7.785], [-0.270, -0.938, 8.755], [-0.904, -0.444, 9.661], [-0.740, -1.992, 8.365], [1.214, -1.247, 9.303], [2.241, -1.533, 9.789]],
  "de_lowest_kj_mol": 55.5,
  "mol_weight_g_mol": 279.05,
  "homo_lumo_gap_ev": 6.1,
  "total_energy_ha": -1018.425446,
  "e_homo_ha": -0.351
}